54
Properties=species:S:1:pos:R:3:forces:R:3 method="wB97M-V/def2-TZVPD" fmax_ha_per_bohr=0.0164 spin_multiplicity=2 total_energy_ev=-82411.193 charge=+2 de_lowest_kcal_mol=8.51 s2=0.756
Ta 0.804 -0.859 0.637 0.67 -0.25 -0.44
Te 1.934 -3.939 1.011 -0.26 -0.02 -0.48
S -1.610 -0.674 1.528 -0.01 -0.01 0.21
S -2.899 0.607 -0.917 -0.06 -0.06 0.08
P -2.869 -1.151 0.030 -0.06 0.30 -0.11
F 2.299 -2.362 -0.341 0.02 0.16 0.04
F 0.156 -0.892 -1.129 0.02 -0.03 0.10
F 1.269 -0.591 2.444 -0.04 -0.02 -0.12
F 1.422 -4.630 2.652 -0.08 -0.20 0.19
F 3.256 -3.018 1.903 0.25 0.16 0.17
O -2.320 -2.350 -0.789 0.11 -0.26 -0.17
O 0.514 -2.746 1.110 -0.45 -0.02 0.45
O 0.389 1.171 0.609 0.06 -0.12 -0.33
O -4.277 -1.484 0.583 -0.05 -0.05 0.11
N 2.673 0.010 0.189 -0.06 0.39 0.09
N 4.894 0.787 0.823 -0.06 -0.15 -0.27
N 6.020 -0.813 -0.494 0.02 0.01 0.00
N 7.160 0.668 0.851 0.00 0.03 0.01
C -0.258 3.419 -2.822 0.00 0.04 -0.02
C -4.618 -2.757 1.260 -0.06 0.01 -0.02
C -0.431 4.794 -2.676 0.00 -0.03 0.00
C 0.384 2.418 0.712 -0.10 0.16 0.22
C -4.031 -2.746 -2.530 0.03 0.00 0.01
C -4.625 -2.570 2.755 -0.02 0.03 -0.02
C 0.009 2.640 -1.716 -0.01 -0.08 -0.03
C -0.332 5.394 -1.427 0.00 -0.01 0.00
C -2.570 -2.524 -2.234 0.02 0.02 0.03
C 0.628 3.005 2.063 -0.01 -0.02 -0.06
C 6.020 0.194 0.377 0.01 0.08 0.06
C -0.052 4.621 -0.317 0.00 0.05 0.02
C 3.754 0.359 0.471 0.11 -0.01 0.17
C 0.114 3.237 -0.453 0.03 -0.04 0.12
H 8.058 0.321 0.562 0.00 -0.02 0.01
H -2.166 -1.644 -2.733 0.00 0.00 0.01
H -4.153 -2.903 -3.602 0.01 -0.01 0.00
H 0.932 2.228 2.758 0.00 -0.01 0.00
H -5.605 -2.995 0.874 -0.01 0.00 -0.01
H -0.293 3.468 2.426 -0.01 -0.01 -0.01
H -0.645 5.402 -3.545 0.00 -0.01 0.00
H 5.159 -1.150 -0.892 -0.01 0.00 0.01
H -0.333 2.966 -3.801 0.00 0.00 0.00
H 1.384 3.789 2.016 0.00 -0.01 0.00
H -5.010 -3.479 3.218 0.01 0.00 -0.01
H 6.878 -1.222 -0.827 0.00 0.00 0.00
H -0.471 6.461 -1.323 0.00 0.00 0.00
H 0.022 5.091 0.654 0.00 0.01 -0.01
H -4.638 -1.882 -2.254 -0.01 0.00 0.00
H 0.138 1.571 -1.817 0.00 0.00 -0.01
H 7.125 1.427 1.513 0.00 0.00 0.00
H -3.914 -3.521 0.931 0.01 0.01 0.00
H -5.277 -1.744 3.035 0.00 -0.01 0.00
H -3.625 -2.388 3.145 0.02 0.02 0.01
H -4.409 -3.627 -2.013 -0.01 0.00 0.00
H -1.960 -3.386 -2.490 0.00 -0.01 -0.01

---

42
Properties=species:S:1:pos:R:3:forces:R:3 method="wB97M-V/def2-TZVPD" fmax_ha_per_bohr=0.0570 smiles="CCC[NH+](CCC)C(=O)N=[S@](=O)([O-])c1ccc(C)cc1" total_energy_ev=-34832.360 de_lowest_kcal_mol=28.05
S 1.639 1.257 -0.368 0.54 -1.38 0.28
O 1.936 1.578 -1.743 -0.33 0.37 0.30
O -0.629 2.984 -0.604 -1.06 -0.49 0.17
O 2.081 2.097 0.718 -0.35 0.24 -0.38
N 0.066 0.802 -0.176 -0.49 0.59 -0.11
N -2.185 1.332 -0.151 -1.20 -0.45 0.22
C -2.746 1.478 3.699 -0.01 -0.07 -0.08
C -3.214 -0.081 -3.628 0.00 -0.07 0.07
C -2.451 0.808 1.261 -0.06 -0.01 -0.49
C 2.954 -0.607 1.193 0.06 -0.11 -0.26
C -2.608 0.288 -1.184 0.03 0.20 0.43
C 3.812 -1.689 1.354 -0.19 -0.06 -0.07
C -0.794 1.801 -0.339 2.92 0.12 -0.20
C 2.808 -1.104 -1.189 0.14 0.10 0.45
C 2.472 -0.313 -0.085 -0.04 0.12 -0.16
C 5.005 -3.722 0.490 0.21 -0.17 0.03
C -2.171 1.847 2.336 0.41 0.33 -0.37
C 3.675 -2.178 -1.002 -0.14 -0.17 0.19
C 4.150 -2.505 0.271 0.00 0.27 -0.07
C -2.489 0.797 -2.615 0.42 0.35 0.24
H -2.685 2.212 -0.305 -0.33 -0.19 0.05
H 4.526 -4.418 1.191 0.06 0.16 -0.16
H -3.499 0.486 1.253 0.18 0.06 0.08
H -1.080 1.955 2.416 -0.24 0.11 -0.05
H 5.982 -3.463 0.918 -0.17 -0.01 -0.10
H -3.839 1.439 3.679 0.08 -0.04 0.00
H -1.944 -0.563 -1.000 -0.18 0.12 -0.04
H -3.637 0.025 -0.917 0.14 0.01 -0.13
H 4.251 -1.902 2.329 -0.24 0.00 -0.14
H 2.413 -0.875 -2.176 0.20 0.13 0.23
H -2.853 -1.115 -3.577 -0.08 0.15 -0.05
H -3.029 0.299 -4.636 -0.03 -0.11 0.13
H 5.171 -4.255 -0.450 0.03 0.05 0.13
H -2.866 1.829 -2.660 0.06 -0.20 -0.07
H -1.420 0.834 -2.862 -0.20 0.14 0.01
H -2.450 2.231 4.436 -0.05 -0.16 -0.07
H -2.369 0.504 4.028 -0.07 0.13 0.02
H -2.564 2.821 2.005 0.08 -0.21 0.14
H 4.003 -2.774 -1.855 -0.22 0.07 0.18
H 2.664 0.005 2.048 0.19 0.00 -0.34
H -1.793 -0.062 1.359 -0.17 0.12 0.00
H -4.295 -0.082 -3.463 0.09 -0.03 0.01

---

45
Properties=species:S:1:pos:R:3:forces:R:3 method="wB97M-V/def2-TZVPD" fmax_ha_per_bohr=0.0713 total_energy_ev=-25201.185
Ba 0.229 -0.496 0.995 -1.82 0.50 -2.04
N -0.012 2.162 0.890 -0.27 1.68 0.05
N 2.408 0.545 0.593 3.32 1.39 -0.69
N 0.409 0.545 -1.529 0.06 0.46 -1.18
N 1.101 1.686 -1.911 -0.57 -1.14 0.36
N 2.848 1.676 -0.105 -0.20 -1.55 1.11
N 0.775 3.071 0.192 -0.82 -0.80 0.99
C -2.553 -2.144 0.846 1.54 1.33 1.30
C 0.492 4.327 0.589 -0.49 -0.74 0.30
C -0.052 -1.854 3.293 -0.27 -1.45 -0.10
C 4.661 0.693 0.719 -0.04 0.03 -0.05
C 4.184 1.772 -0.028 -0.55 -0.47 0.24
C -2.885 -4.413 -0.117 -0.01 0.09 -0.32
C -0.069 -0.017 -2.660 0.92 1.21 0.22
C 1.076 1.811 -3.250 -0.49 -0.69 0.21
C 3.532 -0.056 1.083 -0.61 1.52 -0.98
C -3.349 -2.311 -1.490 0.05 -0.37 -0.10
C -2.495 -2.951 -0.384 -0.13 -0.12 -0.44
C -0.522 4.261 1.546 0.07 0.03 -0.10
C -0.823 2.893 1.694 1.38 0.33 -1.06
C 0.338 0.747 -3.773 0.20 0.26 0.41
B 1.817 2.574 -0.847 -0.52 -0.60 0.07
H -2.948 -1.335 -1.788 -0.06 -0.06 0.12
H -2.510 -2.647 1.811 -0.47 0.08 -0.04
H -3.380 -2.948 -2.380 0.04 0.06 -0.07
H -3.864 -4.482 0.367 0.05 0.17 -0.02
H -0.501 -0.848 3.403 0.13 -0.64 -0.04
H 0.133 0.558 -4.806 -0.07 -0.03 -0.22
H 0.997 -1.859 3.625 -0.25 0.06 0.07
H -0.130 -2.284 2.233 -0.49 -0.07 2.34
H -0.977 5.092 2.063 0.02 -0.07 -0.08
H 2.360 3.497 -1.375 0.09 0.08 -0.01
H -2.936 -1.122 0.807 -0.49 -0.30 0.11
H -1.573 2.425 2.326 0.23 0.03 -0.16
H -4.381 -2.159 -1.150 0.18 -0.04 0.07
H -0.666 -0.927 -2.646 0.17 0.25 0.14
H 3.474 -0.981 1.654 0.00 0.25 -0.10
H -2.158 -4.902 0.537 0.00 0.07 0.05
H -1.445 -2.958 -0.747 -0.12 -0.44 -0.61
H -0.653 -2.550 3.891 0.35 0.27 0.05
H 1.031 5.160 0.158 -0.16 -0.06 0.11
H 1.583 2.641 -3.722 -0.11 -0.12 -0.03
H 5.688 0.489 0.957 0.09 -0.04 0.02
H -2.931 -4.986 -1.046 0.07 -0.09 -0.06
H 4.679 2.606 -0.515 0.03 -0.28 0.17

---

43
Properties=species:S:1:pos:R:3:forces:R:3 method="wB97M-V/def2-TZVPD" fmax_ha_per_bohr=0.0619 total_energy_ev=-60415.828 de_lowest_kcal_mol=0.00
Ba 0.824 0.446 -0.133 0.01 0.07 1.86
S -0.636 3.122 -0.937 0.54 -0.13 -0.26
S 2.687 -0.259 2.138 1.77 0.41 -2.09
S -0.451 -2.421 -0.814 0.42 0.01 -0.31
S -0.010 1.717 2.533 -0.19 1.99 -1.76
N -0.269 0.294 -2.698 -0.06 -0.02 -0.96
C 1.408 -1.837 3.857 -0.44 0.45 0.24
C -2.679 0.283 -0.861 -0.12 -0.12 0.19
C 0.385 1.537 -3.186 -0.01 -0.36 -0.02
C -0.360 -2.212 -2.645 -0.17 -0.27 0.41
C 0.293 0.327 3.427 0.62 -2.76 1.20
C 1.391 -0.605 3.149 -2.59 -0.25 1.83
C 0.961 3.839 -0.364 -0.30 0.46 -0.21
C -0.462 -1.141 5.243 0.35 -0.12 -0.03
C 0.343 -0.971 -3.194 -0.04 0.37 0.03
C -2.451 0.350 0.455 -0.36 0.27 0.05
C 0.541 -2.079 4.921 -0.35 0.26 -0.01
C -0.604 0.019 4.487 0.53 -0.36 -0.32
C 1.196 -3.121 -0.418 -0.15 -0.29 -0.18
C -0.323 2.817 -2.735 -0.27 0.45 0.37
H 0.289 -1.034 -4.300 0.27 0.07 0.36
H 0.403 1.566 -4.294 0.27 -0.03 0.35
H -1.226 0.308 -3.060 0.21 0.03 0.43
H -1.328 2.856 -3.182 0.28 0.04 0.05
H 1.045 3.657 0.717 -0.08 -0.16 -0.27
H -2.259 -0.544 1.066 -0.20 0.37 -0.30
H 0.652 -2.987 5.520 -0.11 0.22 -0.26
H 2.147 -2.589 3.568 -0.07 0.35 0.22
H 1.433 1.544 -2.833 -0.20 -0.06 -0.20
H 0.954 4.930 -0.532 0.11 -0.56 -0.04
H 1.239 -4.192 -0.675 -0.04 0.44 0.00
H -2.486 1.304 1.009 0.25 -0.62 -0.40
H 1.989 -2.578 -0.948 -0.13 -0.15 0.21
H 0.125 -3.121 -3.023 -0.14 0.26 -0.11
H 1.405 -0.988 -2.897 -0.20 0.07 -0.18
H 0.236 3.695 -3.082 -0.17 -0.30 -0.19
H -2.843 1.186 -1.468 -0.09 -0.42 0.38
H 1.811 3.388 -0.894 -0.14 0.12 0.15
H -1.409 -2.230 -2.975 0.27 -0.02 0.05
H -1.126 -1.307 6.095 0.19 -0.05 -0.29
H -1.414 0.727 4.686 0.32 -0.26 -0.02
H -2.765 -0.681 -1.387 0.21 0.46 0.27
H 1.344 -3.016 0.664 -0.02 0.13 -0.26